107
Properties=species:S:1:pos:R:3:forces:R:3 method="wB97M-V/def2-TZVPD" e_tot_ha=-6458.70739 total_charge=+1 e_lumo_ev=-3.36 de_lowest_kcal_mol=21.7 homo_ev=-9.973
Sn -0.148028 -1.107419 0.324083 0.020 -0.038 0.821
As 0.183171 -3.625387 0.585916 -0.068 -0.026 -0.428
S -0.338952 -0.237222 2.694611 -0.005 0.067 -0.034
S 3.124587 -0.353244 0.364245 -0.004 0.036 -0.003
P -0.019382 1.459461 1.581381 -0.115 0.209 -0.217
P 1.969517 0.959909 -0.567005 0.023 0.071 -0.055
Si 2.058804 -4.135734 -0.807666 0.054 -0.031 0.026
Si 1.061112 -3.790830 2.800269 0.039 -0.061 -0.010
O -3.123340 2.015011 -3.106780 0.041 0.058 -0.010
O -2.228360 -0.865978 0.111244 -0.140 -0.133 -0.206
N -4.354602 0.660821 -1.290201 -0.063 -0.062 0.000
C 1.537521 -5.604354 2.782153 -0.008 -0.002 0.068
C 2.315200 4.979863 -1.056537 -0.004 -0.010 -0.007
C 2.497176 -2.677030 3.231286 -0.029 0.038 -0.003
C 1.931760 -3.081008 -2.338628 -0.002 -0.029 -0.030
C 3.177847 4.061245 3.555205 -0.008 0.008 0.005
C -3.098020 3.820349 2.830405 0.010 0.005 -0.010
C 3.558389 5.258932 -0.498795 0.001 0.001 -0.012
C -1.944955 3.054787 2.802258 -0.045 -0.053 0.027
C -2.973080 -2.111290 -3.347544 0.006 -0.012 -0.021
C -3.028871 0.669677 -3.259987 0.016 -0.036 -0.012
C 2.209133 1.894781 3.175420 0.031 -0.015 -0.042
C 2.018279 0.598720 -2.344077 0.018 0.061 -0.056
C -3.398118 3.449592 0.473014 -0.035 0.028 -0.022
C 1.217408 3.862481 2.184565 -0.027 -0.004 0.065
C -4.474191 -0.661988 0.806196 0.028 0.056 -0.015
C 2.593197 2.657595 -0.487498 -0.004 0.053 -0.047
C -3.629276 -0.089583 -2.249891 0.038 0.008 0.045
C 4.315336 4.240905 0.060349 -0.003 0.016 -0.016
C 3.185531 2.689730 3.758343 0.004 -0.016 -0.002
C -4.801704 0.378531 -0.094587 0.082 -0.017 -0.003
C -2.430374 2.836144 -4.046904 -0.030 -0.017 0.021
C -3.824712 4.022789 1.661675 0.019 -0.017 -0.002
C 3.835307 2.937315 0.065273 -0.009 -0.011 0.048
C -2.251586 2.664157 0.443268 0.092 0.107 -0.036
C 1.222789 2.480928 2.388235 0.020 0.048 -0.013
C 3.415140 0.298461 -4.287314 0.006 0.002 0.022
C 3.717185 -3.963597 0.026502 0.005 0.047 -0.002
C 2.298810 -0.067996 -5.030105 -0.019 -0.005 -0.005
C -5.468759 -0.974560 1.769037 -0.014 -0.027 0.024
C -5.274292 -1.955014 2.697784 -0.030 0.024 -0.011
C -3.608093 -1.471990 -2.294032 -0.006 0.024 0.022
C 0.901634 0.254199 -3.093476 -0.032 0.038 -0.034
C -3.195382 -1.290067 0.875993 0.055 0.060 0.013
C 3.275522 0.623208 -2.950024 0.000 -0.077 -0.030
C -2.390114 -1.361790 -4.357227 -0.009 -0.034 0.011
C -4.041696 -2.627642 2.711311 0.038 -0.031 0.014
C -1.518137 2.474873 1.607563 -0.061 -0.067 0.030
C -2.422067 0.026393 -4.326214 0.008 0.031 0.002
C 1.833719 3.681677 -1.054311 0.013 0.003 -0.003
C 2.194454 4.648914 2.767840 0.014 -0.019 0.002
C 1.732890 -5.930183 -1.225332 -0.036 -0.010 0.021
C 0.299676 0.935403 -0.056110 0.154 -0.201 0.042
C 1.049331 -0.091684 -4.433129 0.010 0.011 -0.011
C -0.358238 -3.594410 4.004179 0.012 -0.038 0.006
C -3.032303 -2.304611 1.840011 -0.042 -0.020 0.025
H -1.978902 0.599104 -5.127115 0.021 -0.008 0.000
H 0.451594 4.322140 1.572917 -0.006 -0.002 0.001
H 4.492525 -4.265810 -0.684182 -0.008 0.002 0.007
H 1.795111 -5.920063 3.797479 0.010 0.011 -0.013
H -2.855118 2.728724 -5.045916 0.003 -0.005 -0.003
H 2.603377 -3.472439 -3.108705 -0.008 0.013 0.016
H 3.807164 -4.606546 0.902507 0.004 -0.008 -0.002
H -4.646531 1.557535 -1.661054 -0.021 0.000 -0.004
H -2.089071 -2.828013 1.892078 -0.004 0.003 0.005
H -3.869850 -3.406873 3.444488 0.000 0.010 -0.014
H -4.097671 -2.047259 -1.520457 0.005 0.010 0.004
H -1.372486 2.910748 3.711213 0.005 -0.011 0.003
H 3.435654 -3.234932 3.226430 -0.013 0.008 -0.020
H -3.424555 4.271191 3.758127 0.000 -0.005 -0.003
H -1.909371 -1.860545 -5.188996 -0.009 0.001 0.006
H 2.539123 -6.325388 -1.849229 -0.006 0.017 0.010
H -1.895458 2.220388 -0.479692 -0.025 -0.026 0.017
H -2.951719 -3.191699 -3.385229 -0.003 0.013 0.004
H 3.951635 2.234687 4.372198 -0.004 0.002 -0.004
H 1.668229 -6.553387 -0.330552 0.016 0.011 -0.010
H 4.412850 2.134579 0.508209 -0.002 -0.003 -0.011
H 0.918296 -3.089000 -2.748392 0.007 0.011 0.004
H -1.367764 2.585759 -4.061135 -0.001 -0.005 0.000
H 0.186184 -0.386641 -5.013418 -0.007 0.007 0.007
H -6.045698 -2.206266 3.411386 0.005 0.008 -0.009
H 2.224720 -2.050441 -2.134037 0.012 0.000 0.007
H 5.282482 4.459903 0.494689 -0.009 -0.007 -0.003
H 0.036453 -3.729850 5.015789 -0.017 -0.017 -0.011
H 3.917599 -2.933688 0.322569 -0.013 -0.049 -0.017
H -1.116044 -4.363631 3.837106 0.000 0.012 -0.015
H -0.840354 -2.618796 3.973224 -0.009 0.053 -0.006
H 3.936142 6.273649 -0.504845 -0.002 -0.011 0.003
H 2.216274 0.822573 3.321245 0.001 0.002 0.006
H 4.149608 0.879228 -2.362904 -0.002 0.004 0.010
H 0.795048 -6.037442 -1.774097 0.012 -0.007 0.003
H 2.190601 5.719045 2.607818 0.003 -0.007 -0.001
H 4.393246 0.320861 -4.749940 -0.007 0.006 0.006
H 0.864450 3.455347 -1.485849 0.006 0.001 -0.010
H -3.947005 3.639943 -0.443532 0.015 -0.015 0.008
H 2.350027 -2.260796 4.231001 0.011 -0.031 0.002
H 2.592957 -1.842796 2.535477 0.001 -0.001 0.013
H 0.705244 -6.227345 2.447247 0.001 0.004 0.006
H -6.408812 -0.435883 1.733008 0.010 -0.003 0.006
H -2.562216 3.857507 -3.704267 -0.002 0.008 0.001
H -0.083393 0.257224 -2.637915 0.004 0.003 0.024
H 2.404932 -0.333414 -6.074146 0.005 -0.006 0.009
H -4.714027 4.640076 1.679028 0.008 -0.005 0.002
H 2.396709 -5.811929 2.144149 0.001 0.011 -0.004
H 1.726510 5.775641 -1.495434 0.006 -0.006 0.002
H -5.563279 1.074826 0.242197 0.007 0.016 0.019
H 3.940777 4.678005 4.013196 -0.009 -0.003 -0.002



16
Properties=species:S:1:pos:R:3:forces:R:3 method="wB97M-V/def2-TZVPD" e_tot_ha=-639.29895 total_charge=+1 e_lumo_ev=-3.57 de_lowest_kcal_mol=55.9 homo_ev=-12.502
I -2.707107 -0.233185 -0.140460 -0.094 0.109 0.440
O 0.166465 2.493649 0.970425 0.882 0.927 -0.014
N 0.063044 -0.869057 -0.585460 -2.047 -0.443 -0.209
N 0.791304 1.384308 -1.028618 1.621 -0.034 -0.912
C -0.706869 -0.257711 0.552124 1.034 2.984 -1.925
C -0.347041 -0.797201 1.888830 -0.973 3.227 0.106
C 0.335673 1.705891 0.142143 -3.757 -3.054 2.381
C 0.433364 0.118482 -1.673762 -1.977 1.357 -0.208
H -0.669117 -1.607975 -0.940500 2.489 0.799 0.265
H 1.309102 -0.217093 -2.156444 0.705 -0.644 -0.832
H -0.443808 0.314535 -2.426702 1.547 -0.776 1.657
H -0.487142 0.122123 2.565378 0.715 -1.654 -0.432
H 0.903886 -1.129657 -0.073714 0.276 -1.107 -0.726
H 1.712186 1.807340 -1.193442 -0.418 -0.234 -0.626
H -0.945687 -1.567919 2.217174 -1.929 -1.560 0.807
H 0.591742 -1.266537 1.883033 1.927 0.100 0.227